DFT (ωB97M-V/def2-TZVPD) results for a 3-piece molecular cluster, C5H8N2O3 overall.

Element x y z (Å)
C 2.1512 1.4385 0.8402
C -1.5171 -0.4900 0.8397
C -0.4339 -1.4701 1.2281
C 0.5334 -1.8027 0.2936
C -0.1247 -0.0506 -1.2366
H 1.7181 3.0949 -0.4492
H 2.5801 0.5354 0.3625
H 3.1840 2.0285 1.0880
H 1.7924 1.1423 1.9054
H -1.9218 0.8245 -0.7022
H -0.3835 -1.9585 2.2640
H 1.3143 -2.5050 0.6202
H 1.4510 -1.2522 -1.5811
N -1.2707 0.1540 -0.3858
N 0.6770 -1.0755 -0.8942
O 1.1836 1.8579 -0.0766
O -2.5057 -0.1552 1.4527
O 0.1682 0.6460 -2.1682

Output
Gap between HOMO and LUMO ... 9.09 eV
HOMO ... -9.2797 eV
ΔE to the lowest compared entry with this formula, charge and spin ... 71.0 kcal/mol
LUMO energy ... -0.2 eV
Strongest force on any atom ... 0.1467 hartree/bohr

Atom charges from the Mulliken analysis, given in e for atoms 1 to 6: atom 1 (C): -0.512, atom 2 (C): 0.570, atom 3 (C): -0.423, atom 4 (C): -0.177, atom 5 (C): 0.212, atom 6 (H): 0.367

DFT (ωB97M-V/def2-TZVPD) results for a single C5H8N2O4 molecule.

Element x y z (Å)
O 1.4511 2.5303 0.0269
N 0.7666 1.8569 0.7545
O 0.5101 2.0999 1.9031
C 0.1483 0.6215 0.1813
C 0.4582 0.3976 -1.2878
C 1.0317 -1.0278 -1.3393
O 1.6433 -1.2174 -0.0763
N 0.9319 -0.6025 0.9308
O -0.0920 -1.4117 1.4393
C -1.3476 -1.0858 0.8853
C -1.2826 0.4258 0.6416
H 1.2127 1.1182 -1.6074
H -0.4267 0.5019 -1.9113
H 0.2493 -1.7765 -1.5193
H 1.8199 -1.1464 -2.0818
H -2.0974 -1.3691 1.6237
H -1.5368 -1.6341 -0.0497
H -2.0072 0.7617 -0.0966
H -1.4329 0.9575 1.5832

Output
Gap between HOMO and LUMO ... 10.03 eV
HOMO ... -9.8624 eV
Structure (SMILES) ... O=[N+]([O-])C12CCON1OCC2
ΔE to the lowest compared entry with this formula, charge and spin ... 147.2 kcal/mol
LUMO energy ... 0.2 eV
Strongest force on any atom ... 0.0485 hartree/bohr

Atom charges from the Mulliken analysis, given in e for atoms 1 to 6: atom 1 (O): -0.642, atom 2 (N): 1.026, atom 3 (O): -0.596, atom 4 (C): 0.944, atom 5 (C): -0.811, atom 6 (C): -0.473

DFT (ωB97M-V/def2-TZVPD) results for a single C5H8N2O4 molecule.

Element x y z (Å)
C -1.5693 0.0168 0.4374
C -0.1364 -0.3876 0.1875
C -0.0443 -1.5756 -0.8439
C 0.5771 -0.4584 1.5498
O 1.6400 0.4770 1.5363
C 1.6510 1.1747 0.3597
O 2.4405 2.0003 0.0759
N 0.5289 0.8145 -0.3491
N 0.1823 1.3929 -1.5560
O 0.6917 2.4401 -1.8362
O -0.5988 0.7663 -2.2212
H -1.9192 0.8606 -0.2393
H -1.7301 0.3786 1.5350
H -2.3308 -0.8417 0.2992
H -0.4307 -1.3800 -1.9009
H -0.7807 -2.2899 -0.3299
H 0.9856 -1.8726 -0.8020
H 0.0291 0.0408 2.4211
H 0.8142 -1.5567 1.6767

Output
Gap between HOMO and LUMO ... 11.13 eV
HOMO ... -10.9179 eV
Structure (SMILES) ... CC1(C)COC(=O)N1[N+](=O)[O-]
ΔE to the lowest compared entry with this formula, charge and spin ... 106.1 kcal/mol
LUMO energy ... 0.2 eV
Strongest force on any atom ... 0.0692 hartree/bohr

Atom charges from the Mulliken analysis, given in e for atoms 1 to 6: atom 1 (C): -1.283, atom 2 (C): 1.119, atom 3 (C): -1.344, atom 4 (C): -0.694, atom 5 (O): -0.315, atom 6 (C): 0.518

DFT (ωB97M-V/def2-TZVPD) results for a 2-piece molecular cluster, C5H8N2O4 overall.

Element x y z (Å)
C 0.0264 -0.5335 1.8377
O 0.5929 -0.8572 0.5629
N -0.0606 0.0081 -0.3255
C 0.9668 1.0606 -0.7615
C -0.4543 -0.7690 -1.4263
C -1.5946 -1.5274 -1.0031
N -2.5066 -2.0295 -0.5831
O -3.4494 -2.6337 -0.1476
H 0.0890 0.4995 2.0589
H 0.4148 -1.2948 2.3842
H -1.0256 -0.6458 1.8696
H 1.7952 0.8558 -0.0720
H 1.1819 1.0586 -1.8186
H 0.6505 2.0865 -0.5887
H 0.3658 -1.4404 -1.9344
H -0.7001 -0.1796 -2.2606
O -3.3987 2.1923 1.5990
C -3.4176 1.4302 0.7250
O -3.5447 0.7929 -0.2172

Output
Gap between HOMO and LUMO ... 9.90 eV
HOMO ... -9.4002 eV
Structure (SMILES) ... CON(C)CC#[N+][O-].O=C=O
ΔE to the lowest compared entry with this formula, charge and spin ... 126.1 kcal/mol
LUMO energy ... 0.5 eV
Strongest force on any atom ... 0.0668 hartree/bohr

Atom charges from the Mulliken analysis, given in e for atoms 1 to 6: atom 1 (C): -0.708, atom 2 (O): -0.305, atom 3 (N): 0.113, atom 4 (C): -0.988, atom 5 (C): -0.705, atom 6 (C): 0.061